Run a
Here is one molecule with the formula C18H17N3O3S from the OMol25 dataset. Energies are from ωB97M-V/def2-TZVPD.

Properties
SMILES: Cc1cccc2sc(NC(=O)CN3C(=O)[C@H]4CC=CC[C@H]4C3=O)nc12
LUMO (hartree): 0.0197

```
42
Properties=species:S:1:pos:R:3:lowdin_charge:R:1
C -0.609 3.067 1.602 -0.025
C -0.169 2.968 0.179 -0.219
C -0.484 3.931 -0.765 -0.049
C -0.042 3.849 -2.082 -0.087
C 0.749 2.798 -2.505 -0.100
C 1.072 1.825 -1.577 -0.478
C 0.612 1.888 -0.246 -0.282
N 1.006 0.844 0.543 0.141
C 1.738 0.009 -0.089 -0.578
N 2.327 -1.106 0.430 0.116
C 2.030 -1.780 1.595 -0.447
O 2.773 -2.627 2.016 0.109
C 0.758 -1.356 2.310 -0.017
N -0.415 -1.519 1.476 0.071
C -0.505 -2.428 0.447 -0.371
O 0.397 -3.135 0.080 0.132
C -1.907 -2.359 -0.129 -0.151
H -2.377 -3.333 0.037 0.160
C -2.601 -1.249 0.663 -0.150
C -1.558 -0.770 1.655 -0.382
O -1.678 0.102 2.474 0.111
H -3.451 -1.629 1.238 0.160
C -3.087 -0.066 -0.196 -0.112
C -2.075 0.286 -1.241 -0.077
C -1.476 -0.678 -1.922 -0.088
C -1.825 -2.107 -1.644 -0.120
H -2.797 -2.334 -2.092 0.126
H -1.086 -2.785 -2.071 0.118
H -0.748 -0.471 -2.690 0.092
H -1.869 1.329 -1.418 0.098
H -4.024 -0.351 -0.685 0.126
H -3.288 0.782 0.458 0.118
H 0.662 -1.976 3.208 0.149
H 0.816 -0.300 2.591 0.130
H 3.068 -1.527 -0.117 0.154
S 2.044 0.394 -1.798 1.086
H 1.106 2.734 -3.520 0.106
H -0.315 4.623 -2.783 0.102
H -1.092 4.773 -0.468 0.109
H -1.033 2.125 1.942 0.050
H -1.341 3.861 1.725 0.080
H 0.250 3.282 2.237 0.091
```

***

Run b
Here is one molecule with the formula C18H17N3O3S from the OMol25 dataset. Energies are from ωB97M-V/def2-TZVPD.

Properties
SMILES: Cc1cccc(-c2nnc(SCC(=O)c3ccc(O)cc3O)n2C)c1
LUMO (hartree): 0.0081

```
42
Properties=species:S:1:pos:R:3:lowdin_charge:R:1
C -4.330 -2.508 1.168 -0.077
C -3.870 -1.153 0.578 -0.201
C -2.561 -0.590 0.630 -0.023
C -2.321 0.549 0.150 -0.236
C -3.337 1.223 -0.520 -0.058
C -4.719 0.853 -0.396 -0.060
C -5.082 -0.449 0.181 -0.032
H -6.035 -0.648 -0.176 0.075
H -5.484 1.602 -0.961 0.139
H -3.092 2.357 -0.702 0.137
C -1.054 1.206 0.334 -0.282
N -0.322 0.739 1.200 0.105
N 1.000 1.034 1.026 0.074
C 0.950 2.009 0.079 -0.516
N -0.311 1.821 -0.665 -0.097
C -0.746 2.373 -1.675 -0.196
H 0.244 2.292 -2.386 0.141
H -1.468 1.723 -2.190 0.112
H -0.963 3.523 -1.736 0.141
S 2.233 2.848 -0.501 1.057
C 3.451 2.382 0.561 -0.439
C 3.268 1.092 1.422 -0.540
O 3.506 1.023 2.536 0.136
C 3.201 -0.114 0.565 0.003
C 3.486 0.059 -1.231 0.064
C 3.385 -1.186 -1.803 -0.020
C 2.877 -2.597 -1.231 -0.454
C 2.693 -2.336 0.103 -0.018
C 2.784 -1.432 1.075 -0.397
O 2.702 -1.592 2.340 0.107
H 2.860 -0.583 2.666 0.163
H 2.303 -3.448 0.466 0.164
O 2.707 -3.430 -2.032 0.159
H 2.371 -4.365 -1.563 0.253
H 3.452 -1.233 -2.850 0.065
H 3.879 1.006 -1.404 0.024
H 3.433 3.122 1.287 0.060
H 4.467 2.525 0.434 0.095
H -1.962 -1.244 1.115 0.094
H -4.499 -3.092 0.352 0.009
H -3.581 -2.925 1.983 0.105
H -5.513 -2.436 1.766 0.161
```

***

Which structure is most stable, and how do the rest compare? From most to least stable: run a, run b.

***

Run a
Here is one molecule with the formula C4H7N3O2S from the OMol25 dataset. Energies are from ωB97M-V/def2-TZVPD.

Properties
SMILES: CS(=O)(=O)Nn1cccn1
LUMO (hartree): 0.0168

```
17
Properties=species:S:1:pos:R:3:lowdin_charge:R:1
C 2.695 -0.071 -0.861 -0.081
C 2.727 -1.198 0.012 -0.145
C 1.518 0.627 -0.622 -0.073
C -2.903 0.750 0.244 -0.147
N 1.630 -1.129 0.728 0.048
N 0.939 -0.035 0.429 -0.259
N -0.304 0.265 0.922 -0.037
O -1.957 -1.615 0.085 -0.279
O -1.149 -0.014 -1.520 -0.281
S -1.649 -0.283 -0.208 0.593
H 3.344 0.404 -1.614 0.095
H 3.499 -1.934 0.344 0.116
H 1.079 1.489 -1.047 0.106
H -3.053 0.513 1.305 0.089
H -2.375 1.710 0.298 0.085
H -3.696 0.599 -0.379 0.052
H -0.344 -0.078 1.884 0.118
```

***

Run b
Here is a 2-piece molecular cluster, C4H7N3O2S overall from the OMol25 dataset. Energies are from ωB97M-V/def2-TZVPD.

Properties
LUMO (alpha / beta) (hartree): 0.0069 / -0.0105

```
17
Properties=species:S:1:pos:R:3:lowdin_charge:R:1
C 2.559 0.527 -0.204 -0.218
C 1.282 -0.112 -0.769 -0.166
C -2.803 -0.278 0.289 -0.178
C -1.890 -0.631 1.295 -0.175
N 2.838 -0.106 1.024 -0.019
N 2.007 -1.002 1.290 -0.002
N 0.985 -0.994 0.367 -0.429
O -0.488 -2.365 -1.064 -0.543
O -1.674 0.480 0.553 -0.025
S -0.066 -2.303 0.320 0.954
H 3.511 0.381 -0.712 0.107
H 2.408 1.654 -0.238 0.134
H 0.460 0.599 -0.956 0.096
H 1.159 -0.837 -1.756 0.154
H -2.843 -0.697 -0.696 0.108
H -3.721 0.137 0.617 0.101
H -1.963 -0.722 2.360 0.101
```

***

Which structure is most stable, and how do the rest compare? From most to least stable: run a, run b.

***

Run a
Here is CH2N4OS as an isolated structure from the OMol25 dataset. Energies are from ωB97M-V/def2-TZVPD.

Properties
LUMO (hartree): -0.0138

```
9
Properties=species:S:1:pos:R:3:lowdin_charge:R:1
C 0.411 -0.465 -0.015 -0.770
H 2.488 -1.390 -0.485 -0.057
H -1.027 2.254 0.599 0.301
N -0.219 -1.562 -0.048 0.028
N -1.517 -1.199 0.070 -0.020
N -1.669 0.121 0.066 0.042
N -0.520 0.544 -0.182 -0.285
O -0.054 1.836 -0.081 -0.055
S 2.106 -0.139 0.077 0.816
```

***

Run b
Here is one molecule with the formula CH2N4OS from the OMol25 dataset. Energies are from ωB97M-V/def2-TZVPD.

Properties
SMILES: On1[nH]nnc1=S
LUMO (hartree): -0.0201

```
9
Properties=species:S:1:pos:R:3:lowdin_charge:R:1
C -0.741 -0.779 -0.141 -0.837
H -1.366 1.426 0.606 0.104
H 1.984 0.734 -0.292 0.148
N -0.020 0.411 -0.290 -0.211
N 1.281 0.162 0.099 0.051
N 1.443 -1.154 0.058 0.019
N 0.303 -1.756 -0.034 0.048
O -0.545 1.621 -0.005 -0.019
S -2.338 -0.664 -0.001 0.696
```

***

Which structure is most stable, and how do the rest compare? From most to least stable: run b, run a.

***

Run a
Here is C5H4ClFO as an isolated structure from the OMol25 dataset. Energies are from ωB97M-V/def2-TZVPD.

Properties
LUMO (hartree): 0.0255

```
12
Properties=species:S:1:pos:R:3:lowdin_charge:R:1
C -0.185 -0.536 -1.154 -0.629
C 0.889 -1.203 -0.752 -0.089
C 1.129 0.412 1.161 -0.037
C -0.034 0.972 0.810 -0.334
C -1.016 0.443 -0.143 -0.126
H 1.369 -2.134 -1.186 0.153
H 1.619 0.845 1.981 0.122
H -1.664 1.377 -0.586 0.158
H -1.909 -0.476 0.384 0.208
O 1.438 -0.768 0.517 -0.072
F -0.389 2.111 1.448 0.040
Cl -1.247 -1.045 -2.478 0.606
```

***

Run b
Here is one molecule with the formula C5H4ClFO from the OMol25 dataset. Energies are from ωB97M-V/def2-TZVPD.

Properties
SMILES: C=C(F)/C(Cl)=C/C=O
LUMO (hartree): -0.0285

```
12
Properties=species:S:1:pos:R:3:lowdin_charge:R:1
C -1.558 -0.533 0.060 -0.371
C -2.569 0.083 0.672 0.072
C -0.197 0.062 -0.070 -0.609
C 0.929 -0.708 -0.070 -0.045
C 2.280 -0.134 0.036 -0.267
H -2.478 1.048 1.240 0.089
H -3.457 -0.583 0.692 0.089
H 0.850 -1.734 -0.237 0.102
H 2.180 0.932 -0.080 0.068
O 3.311 -0.707 0.355 0.051
F -1.576 -1.806 -0.461 0.043
Cl -0.159 1.743 -0.240 0.780
```

***

Which structure is most stable, and how do the rest compare? From most to least stable: run b, run a.

***

Run a
Here is one molecule with the formula C2H2 from the OMol25 dataset. Energies are from ωB97M-V/def2-TZVPD.

Properties
SMILES: C#C
LUMO (hartree): 0.0495

```
4
Properties=species:S:1:pos:R:3:lowdin_charge:R:1
C 0.254 0.600 0.081 -0.039
C -0.369 -0.409 -0.239 -0.053
H 0.812 1.376 0.536 0.002
H -0.698 -1.568 -0.377 0.090
```

***

Run b
Here is one molecule with the formula C2H2 from the OMol25 dataset. Energies are from ωB97M-V/def2-TZVPD.

Properties
SMILES: C#C
LUMO (hartree): 0.0491

```
4
Properties=species:S:1:pos:R:3:lowdin_charge:R:1
C 0.244 0.224 0.510 -0.004
C -0.309 -0.155 -0.481 -0.007
H 0.701 0.432 1.410 -0.006
H -0.637 -0.500 -1.438 0.017
```

***

Which structure is most stable, and how do the rest compare? From most to least stable: run b, run a.

***

Run a
Here is a 3-piece molecular cluster, C3H12NO3 overall from the OMol25 dataset. Energies are from ωB97M-V/def2-TZVPD.

Properties
Total charge: +1
LUMO (hartree): -0.1137

```
19
Properties=species:S:1:pos:R:3:lowdin_charge:R:1
C -0.681 1.082 -1.841 -0.130
C -1.433 1.477 -0.581 -0.125
C -1.471 0.367 0.427 -0.212
O -1.235 -0.772 0.080 0.055
N 0.740 0.718 -1.491 0.173
H -0.557 1.889 -2.550 0.137
H -1.123 0.175 -2.217 0.130
H -2.422 1.756 -0.942 0.140
H -1.017 2.411 -0.179 0.132
H -1.670 0.548 1.496 0.139
H 1.161 1.576 -1.125 0.166
H 1.332 0.457 -2.290 0.182
H 0.862 0.070 -0.691 0.095
H 0.065 -2.338 2.256 0.068
H 0.810 -1.486 3.353 0.073
O 0.843 -1.803 2.446 -0.034
H 2.992 -1.190 0.215 0.072
H 1.734 -1.112 1.095 0.013
O 2.190 -0.667 0.341 -0.072
```

***

Run b
Here is a 3-piece molecular cluster, C3H12NO3 overall from the OMol25 dataset. Energies are from ωB97M-V/def2-TZVPD.

Properties
Total charge: +1
LUMO (hartree): -0.1343

```
19
Properties=species:S:1:pos:R:3:lowdin_charge:R:1
C -0.075 0.846 0.610 -0.136
C 0.520 1.461 1.861 -0.139
C 0.807 0.459 2.958 -0.239
O 0.876 -0.723 2.753 0.087
N -0.035 1.798 -0.608 0.189
H -1.078 0.482 0.721 0.135
H 0.548 0.017 0.208 0.147
H -0.274 2.065 2.359 0.134
H 1.341 2.192 1.643 0.142
H 0.996 0.782 3.989 0.135
H -0.243 1.364 -1.513 0.110
H 0.881 2.273 -0.643 0.176
H -0.869 2.370 -0.339 0.185
H -1.142 -5.545 -0.293 0.033
H -0.473 -6.071 -1.606 0.033
O -0.701 -5.284 -1.107 -0.065
H 0.112 0.866 -4.253 0.061
H -1.056 0.206 -3.307 0.052
O -0.136 0.442 -3.430 -0.039
```

***

Which structure is most stable, and how do the rest compare? From most to least stable: run a, run b.

***

Run a
Here is one molecule with the formula C4H5NS2 from the OMol25 dataset. Energies are from ωB97M-V/def2-TZVPD.

Properties
SMILES: C=CC(=S)/C=N/S
LUMO (hartree): -0.0483

```
12
Properties=species:S:1:pos:R:3:lowdin_charge:R:1
C 0.282 -0.555 -0.174 -0.320
C -1.121 -0.079 -0.021 -0.760
C -1.446 1.332 0.109 -0.226
C -0.694 2.409 -0.152 0.054
H 3.482 0.592 0.552 -0.142
H 0.432 -1.619 -0.338 0.083
H -2.479 1.477 0.359 0.075
H -1.041 3.396 0.086 0.058
H 0.385 2.294 -0.341 0.056
N 1.259 0.248 0.126 -0.373
S 2.819 -0.443 -0.010 0.743
S -2.301 -1.215 0.024 0.753
```

***

Run b
Here is one molecule with the formula C4H5NS2 from the OMol25 dataset. Energies are from ωB97M-V/def2-TZVPD.

Properties
SMILES: C=CC(=S)/C=N/S
LUMO (hartree): -0.0577

```
12
Properties=species:S:1:pos:R:3:lowdin_charge:R:1
C 0.260 -1.200 0.148 -0.320
C -1.111 -0.650 0.120 -0.722
C -1.487 0.724 0.144 -0.257
C -0.472 1.550 -0.037 0.023
H 3.443 0.118 -0.342 -0.066
H 0.454 -2.293 0.184 0.095
H -2.521 1.138 -0.061 0.123
H -0.694 2.758 -0.234 0.135
H 0.512 1.145 -0.190 0.012
N 1.239 -0.338 0.336 -0.377
S 2.759 -1.164 -0.035 0.674
S -2.382 -1.789 -0.032 0.680
```

***

Run c
Here is one molecule with the formula C4H5NS2 from the OMol25 dataset. Energies are from ωB97M-V/def2-TZVPD.

Properties
LUMO (alpha / beta) (hartree): -0.0695 / -0.0270

```
12
Properties=species:S:1:pos:R:3:lowdin_charge:R:1
C 1.115 -0.521 -0.408 -0.179
C 0.255 -1.493 -0.726 -0.588
C -0.476 1.151 0.350 -0.223
C 0.797 0.394 0.813 -0.173
N -1.667 0.820 0.077 -0.626
S -3.175 0.632 -0.170 0.641
S -1.011 -1.953 0.357 0.676
H 1.878 -0.197 -1.069 0.088
H 0.325 -1.856 -1.736 0.054
H -0.279 2.172 0.017 0.116
H 0.565 -0.290 1.650 0.083
H 1.674 1.142 0.844 0.130
```

***

Run d
Here is one molecule with the formula C4H5NS2 from the OMol25 dataset. Energies are from ωB97M-V/def2-TZVPD.

Properties
SMILES: S=C1SC[C@H]2N[C@@H]12
LUMO (hartree): -0.0101

```
12
Properties=species:S:1:pos:R:3:lowdin_charge:R:1
C 1.596 0.067 -0.247 -1.134
C -0.702 1.361 0.293 -0.312
C -0.808 -0.242 0.364 -0.278
C 0.531 -0.921 0.024 -0.345
H -1.361 1.620 -0.607 0.083
H -0.883 2.129 0.991 0.040
H -1.510 -0.841 0.914 0.122
H -1.158 -1.932 -1.010 0.153
H 0.712 -1.848 0.664 0.156
N -0.638 -0.963 -0.914 0.014
S 3.217 -0.091 -0.027 0.615
S 1.005 1.661 -0.446 0.886
```

***

Which structure is most stable, and how do the rest compare? From most to least stable: run a, run d, run b, run c.

***

Run a
Here is one molecule with the formula C4H12NPS from the OMol25 dataset. Energies are from ωB97M-V/def2-TZVPD.

Properties
SMILES: CN(CS)P(C)C
LUMO (hartree): 0.0327

```
19
Properties=species:S:1:pos:R:3:lowdin_charge:R:1
C -1.668 -0.077 0.724 -0.537
C 0.365 0.492 1.895 -0.154
C -0.302 -0.622 -1.949 -0.350
C 2.156 -0.476 -0.626 -0.228
N -0.186 -0.095 0.631 -0.496
P 0.453 0.560 -0.780 0.810
S -2.397 1.664 0.847 0.582
H -2.098 -0.419 -0.301 0.057
H -1.980 -0.586 1.532 0.026
H -1.771 2.481 -0.188 -0.108
H -0.352 0.917 2.548 0.038
H 0.862 -0.368 2.435 0.098
H 1.189 1.116 1.717 0.040
H -1.453 -0.383 -2.037 0.047
H 0.255 -0.610 -3.005 0.086
H -0.346 -1.609 -1.373 0.054
H 2.853 -0.176 0.131 0.012
H 1.862 -1.526 -0.598 0.025
H 2.556 -0.284 -1.604 -0.002
```

***

Run b
Here is a 2-piece molecular cluster, C4H12NPS overall from the OMol25 dataset. Energies are from ωB97M-V/def2-TZVPD.

Properties
LUMO (alpha / beta) (hartree): -0.0116 / -0.0165

```
19
Properties=species:S:1:pos:R:3:lowdin_charge:R:1
C 2.315 -0.880 1.357 -0.123
C -2.446 0.912 0.307 -0.289
C -0.837 0.848 -2.043 -0.256
C 1.429 -1.362 0.223 -0.417
N -0.036 -1.305 0.341 -0.061
P -0.723 1.103 -0.210 0.361
S 0.389 2.533 0.459 0.169
H 1.778 -0.182 1.859 0.000
H 2.698 -1.588 2.117 0.076
H 3.252 -0.337 1.052 0.087
H -2.632 -0.204 0.483 0.070
H -2.698 1.430 1.199 0.020
H -3.091 1.236 -0.542 0.046
H 0.032 1.403 -2.510 0.061
H -0.692 -0.152 -2.138 -0.023
H -1.833 1.262 -2.410 0.067
H 1.734 -1.034 -0.788 0.085
H 1.629 -2.536 -0.053 0.138
H -0.268 -1.149 1.298 -0.013
```

***

Which structure is most stable, and how do the rest compare? From most to least stable: run a, run b.